Entry from OMol25: C22H31AlN4O3S as an isolated structure in a non-equilibrium geometry (ωB97M-V/def2-TZVPD).

Geometry as XYZ:
```
62
Properties=species:S:1:pos:R:3:forces:R:3
Al 0.07922 -0.12830 -0.13321 0.01 0.82 0.98
O -0.86286 -2.67054 -2.05379 -0.14 -0.27 0.00
S -1.27943 -2.89983 -0.57995 0.24 0.33 -0.14
O -2.46315 -3.67110 -0.53984 -0.22 -0.08 0.04
N -1.34342 -1.43798 0.09315 0.17 -0.57 0.02
C -2.60785 -0.74524 -0.00256 -0.33 -0.04 -0.09
C -3.84080 -1.29942 0.25736 0.34 0.06 -0.01
C -5.02602 -0.57575 0.02137 -0.09 0.08 0.00
C -4.99026 0.70792 -0.43606 -0.06 -0.06 0.06
C -3.74447 1.34404 -0.62188 0.22 -0.03 0.05
C -3.62733 2.68383 -1.04151 0.12 -0.01 0.01
C -2.38527 3.24439 -1.19159 -0.11 0.10 -0.01
C -1.25852 2.48278 -0.89089 0.09 -0.04 0.07
N -1.32361 1.22495 -0.47870 0.12 -0.14 -0.07
C -2.55008 0.62310 -0.38177 -0.26 -0.03 -0.04
C 0.05344 -3.79311 0.14456 -0.05 0.28 0.06
C 1.29503 -3.19905 0.33296 -0.15 -0.05 -0.04
C 2.32750 -3.95135 0.85940 0.03 0.10 -0.01
C 2.11120 -5.28624 1.18640 -0.02 -0.07 0.02
C 0.86965 -5.87048 0.98784 0.07 0.02 -0.01
C -0.17228 -5.12414 0.45700 -0.30 0.06 0.00
H -3.91935 -2.30661 0.62735 0.03 -0.13 -0.04
H -5.97231 -1.06868 0.19681 0.00 0.02 0.02
H -5.89908 1.25891 -0.63825 0.00 -0.01 0.00
H -4.52254 3.25900 -1.24211 -0.01 -0.01 0.00
H -2.26290 4.26608 -1.52050 0.01 -0.01 0.00
H -0.27457 2.92157 -0.98123 -0.03 0.00 -0.03
H 1.44911 -2.17056 0.03369 0.17 0.01 -0.04
H 3.30788 -3.51777 1.01020 -0.01 0.02 -0.02
H 2.92618 -5.87153 1.59015 -0.02 -0.02 0.01
H 0.70569 -6.90846 1.24080 0.01 -0.01 -0.01
H -1.15072 -5.55433 0.28679 0.05 -0.05 0.04
C -0.05426 -1.10403 2.83564 -0.03 -0.16 0.00
N -0.01867 0.18376 2.09792 -0.14 0.02 -0.16
C -1.20643 0.95784 2.53225 -0.10 0.10 0.06
C 1.18857 0.92414 2.52003 0.23 0.02 -0.12
C 2.38354 0.41822 1.74077 -0.09 0.06 0.24
N 2.07741 0.43188 0.29468 -0.28 0.02 -0.07
C 3.15741 -0.27076 -0.43316 0.15 -0.11 -0.23
C 2.05998 1.83435 -0.19515 0.02 0.15 -0.08
H -0.13414 -0.91398 3.90848 0.05 0.04 -0.01
H 0.84628 -1.68411 2.64845 0.02 -0.02 -0.03
H -0.91212 -1.69007 2.52108 -0.02 0.02 -0.03
H -1.18128 1.10967 3.61406 0.04 -0.04 0.00
H -2.11741 0.42126 2.28132 0.00 -0.05 0.02
H -1.22331 1.93411 2.05225 0.03 -0.01 -0.03
H 1.36907 0.80419 3.59090 -0.07 0.02 0.01
H 1.03384 1.98686 2.33732 -0.05 0.01 0.02
H 2.62009 -0.60504 2.03493 0.02 -0.02 -0.09
H 3.26064 1.03514 1.95300 0.03 -0.04 -0.05
H 4.09315 0.28487 -0.33736 -0.03 0.01 0.06
H 2.90654 -0.35514 -1.48765 -0.02 0.03 0.07
H 3.31276 -1.26772 -0.02633 -0.04 0.03 0.04
H 3.00774 2.33003 0.02763 0.00 -0.04 0.01
H 1.25867 2.39757 0.28095 0.06 0.00 0.06
H 1.90772 1.84460 -1.27420 0.01 -0.06 0.02
C 0.80971 -0.24102 -3.13058 0.05 0.33 0.16
O 0.48236 -0.43565 -1.75965 0.04 -0.86 -0.74
H -0.10153 -0.21488 -3.73104 0.03 0.01 -0.02
H 1.44397 -1.05515 -3.48402 0.02 0.02 -0.01
H 1.33642 0.70435 -3.26616 0.04 -0.01 -0.07
H -0.32657 -1.82545 -2.11216 0.12 0.22 0.19
```
Forces are in eV/Å.

Results
**Total energy**: -52841.4606 eV
**Orbital gap**: 8.27 eV
**LUMO**: -6.277 eV
**Charge**: +2
**Largest force on an atom**: 1.3 eV/A
**Energy above the lowest of the compared OMol25 structures with the same formula, charge and spin**: 0.980 eV


Entry from OMol25: C22H31As2N6PSc as an isolated structure (ωB97M-V/def2-TZVPD).

Geometry as XYZ:
```
63
Properties=species:S:1:pos:R:3:forces:R:3
Sc 0.24416 0.09359 -0.18770 0.27 0.31 0.75
C 4.64939 0.87849 3.21812 -0.09 -0.03 -0.18
N 3.92284 0.63647 1.95508 0.17 0.01 0.05
C 4.52860 0.49040 0.73417 -0.02 0.03 0.13
C 3.53670 0.27639 -0.17153 -0.01 -0.01 0.07
N 2.33381 0.28854 0.49370 -0.53 -0.11 -0.62
C 2.59380 0.51040 1.78531 0.21 -0.04 0.04
P 1.38457 0.62877 3.14385 -0.05 0.02 0.28
C 0.38274 -0.85191 2.77140 0.16 -0.16 -0.11
N -0.14048 -1.15398 1.57502 -0.16 0.06 -0.40
C -0.79769 -2.35610 1.71858 0.06 0.13 0.12
C -0.65715 -2.77730 3.00215 0.07 0.06 0.11
N 0.09393 -1.82706 3.64781 -0.13 -0.08 0.19
C 0.43625 -1.89339 5.08190 0.01 0.02 -0.24
C 0.26267 1.85354 2.39136 0.13 0.13 -0.10
N -0.17402 1.84393 1.12405 -0.19 -0.22 -0.23
C -0.91874 2.98966 0.96077 0.15 -0.04 0.01
C -0.91707 3.68885 2.12472 0.04 -0.04 0.17
N -0.16845 2.96302 3.01474 -0.06 0.11 0.15
C 0.05437 3.35640 4.41933 0.01 -0.03 -0.23
H 5.69567 1.03034 2.97431 0.02 0.01 0.01
H 4.55674 0.01552 3.87171 -0.01 -0.01 0.02
H 4.26556 1.77197 3.70179 -0.01 0.00 0.02
H 5.59738 0.55277 0.61401 -0.02 0.00 0.01
H 3.61992 0.11902 -1.23406 -0.01 0.01 0.01
H -1.33385 -2.82615 0.91655 -0.02 -0.01 -0.06
H -1.02375 -3.65593 3.50761 0.01 0.03 -0.01
H 0.83275 -2.88124 5.29730 0.00 -0.01 0.02
H -0.45644 -1.71074 5.67400 -0.01 0.00 0.02
H 1.19043 -1.14552 5.30499 0.00 0.01 0.03
H -1.36752 3.26362 0.02556 -0.04 -0.03 -0.02
H -1.37158 4.62832 2.39202 0.00 -0.02 0.00
H 0.28854 4.41626 4.44723 -0.01 0.02 0.02
H 0.89111 2.79502 4.82266 0.00 -0.01 0.02
H -0.84210 3.15623 4.99976 -0.03 0.01 0.01
C -1.76884 -3.29578 -1.69727 -0.02 -0.01 -0.09
As -0.40571 -1.96823 -2.05359 0.12 0.15 0.23
C 1.09531 -3.06068 -2.58386 0.03 -0.03 0.03
C -1.01104 -1.16226 -3.68890 0.02 -0.19 -0.15
C -1.04946 -1.93877 -4.84223 0.00 0.07 -0.06
C -1.46792 -1.38274 -6.04262 0.01 -0.05 -0.02
C -1.85206 -0.05256 -6.09212 -0.01 0.05 0.00
C -1.83501 0.72271 -4.94005 0.02 -0.07 -0.04
C -1.41994 0.16758 -3.73411 -0.08 0.18 -0.05
As -1.45773 1.21234 -2.11397 0.12 -0.27 0.15
C -1.98385 2.96633 -2.71014 0.01 0.03 0.05
C -3.07505 0.59995 -1.20273 -0.05 0.03 -0.13
H -1.88371 -3.85990 -2.62118 -0.10 -0.05 0.00
H -2.71221 -2.81426 -1.45162 -0.04 -0.02 0.01
H -1.46957 -3.97962 -0.90787 0.05 -0.02 0.03
H 0.76776 -3.72978 -3.37520 0.07 -0.07 -0.03
H 1.42879 -3.64930 -1.73188 0.02 -0.03 0.01
H 1.91001 -2.43921 -2.94653 0.02 0.01 -0.04
H -0.74523 -2.97756 -4.82733 0.00 -0.02 0.01
H -1.48494 -1.98887 -6.93842 -0.01 0.01 0.00
H -2.16832 0.38841 -7.02791 0.00 -0.01 0.00
H -2.14162 1.75652 -5.00759 -0.01 0.01 0.01
H -1.21538 3.40208 -3.34197 0.02 0.02 -0.03
H -2.17203 3.61585 -1.86109 -0.01 0.05 0.01
H -2.91135 2.83956 -3.26360 -0.04 0.10 -0.04
H -3.87409 0.53382 -1.93934 -0.07 0.00 0.04
H -3.34742 1.31047 -0.42362 -0.02 0.02 0.00
H -2.94246 -0.38429 -0.75155 0.04 -0.03 0.00
```
Forces are in eV/Å.

Results
**Total energy**: -183902.8346 eV
**Orbital gap**: 7.86 eV
**LUMO**: -9.119 eV
**Charge**: +3
**Largest force on an atom**: 0.9 eV/A


Entry from OMol25: a 2-piece molecular cluster, C22H31BCl3O4 overall in a non-equilibrium geometry (ωB97M-V/def2-TZVPD).

Geometry as XYZ:
```
61
Properties=species:S:1:pos:R:3:forces:R:3
Cl -2.95178 4.77393 -2.10079 -0.01 -0.26 0.59
B -3.27724 3.94108 -0.46589 -1.34 -0.64 -1.17
Cl -4.42575 4.96299 0.58373 0.44 -0.06 0.09
Cl -4.00712 2.21919 -0.67607 0.15 0.54 0.04
O -1.95888 3.75047 0.18565 1.23 -0.52 1.93
C -1.79980 3.18487 1.31711 -0.25 1.40 -1.03
C -0.54919 3.31910 2.03115 0.39 0.64 0.92
C -0.50612 2.98951 3.41737 -0.34 -0.25 -1.13
C 0.70265 2.99067 4.08999 0.48 0.25 -0.11
C 1.86482 3.44001 3.43969 -0.73 -0.20 -0.34
C 1.77975 3.94969 2.13182 0.68 0.01 0.55
C 0.58696 3.93720 1.45146 -1.01 -0.36 -0.76
H -2.68132 2.75303 1.80798 0.26 -0.14 -0.22
H -1.44253 2.73755 3.92386 0.40 -0.27 -0.18
H 0.75527 2.61469 5.10869 -0.02 0.22 -0.12
H 2.82232 3.39239 3.94872 -0.12 0.06 -0.06
H 2.67770 4.33782 1.64522 -0.33 -0.04 0.20
H 0.48128 4.39432 0.45156 0.20 -0.57 0.55
C -1.00324 -0.71836 3.81964 -0.06 0.01 0.22
C -0.99408 -0.07356 2.45918 0.03 -0.60 -0.08
O -1.20628 -1.09996 1.48681 0.17 0.88 1.56
C -1.06558 -0.59418 0.23762 -0.51 -1.64 -2.85
C -1.31006 -1.63467 -0.74192 0.44 1.40 0.84
C -1.20502 -1.43037 -2.15269 0.36 0.11 0.82
O -1.02749 -2.38767 -2.91454 -0.15 -0.54 -0.87
C -1.27857 -0.03928 -2.73729 -0.07 0.12 0.04
C 0.07359 0.67703 -2.73720 0.19 0.29 0.19
C 1.18003 0.08976 -3.64539 0.05 0.22 -0.14
C 2.36212 -0.60436 -2.92523 0.19 0.00 -0.09
C 2.34331 -2.14622 -2.88603 -0.16 -0.34 0.00
C 2.88947 -2.74218 -1.56872 -0.20 0.10 -0.10
C 1.87621 -2.75823 -0.41610 -0.03 0.33 0.14
C 0.90407 -3.94283 -0.46338 0.07 -0.07 -0.10
C -0.34361 -3.75951 0.41625 -0.06 -0.23 0.01
C -1.53131 -3.03065 -0.23829 0.02 -0.15 -0.30
O -0.71422 0.58013 0.07242 -0.28 0.58 0.44
H -0.87708 0.04967 4.58702 -0.02 -0.02 0.07
H -1.95185 -1.23218 3.99662 0.12 -0.02 0.02
H -0.17984 -1.43107 3.92339 -0.14 0.02 -0.06
H -1.80816 0.65334 2.34251 0.21 0.03 0.20
H -0.03536 0.41535 2.24890 -0.26 0.07 0.12
H -1.63993 -0.12803 -3.76837 -0.03 -0.07 0.11
H -2.00357 0.53528 -2.14974 0.21 0.11 -0.18
H -0.12165 1.72529 -3.01873 0.11 -0.24 -0.01
H 0.42459 0.71537 -1.70090 0.00 0.04 -0.25
H 0.72795 -0.59637 -4.37251 0.12 0.03 0.07
H 1.60020 0.93012 -4.22240 -0.11 -0.26 0.05
H 3.29942 -0.31190 -3.42887 -0.20 0.02 0.18
H 2.44720 -0.21043 -1.90348 -0.13 -0.03 -0.08
H 1.32227 -2.50901 -3.08125 0.22 0.06 0.20
H 2.96555 -2.52895 -3.71017 -0.18 0.10 0.09
H 3.22445 -3.77714 -1.73498 0.03 0.17 -0.03
H 3.77174 -2.15896 -1.27170 0.00 -0.11 -0.04
H 2.41687 -2.78708 0.54306 -0.07 -0.05 -0.11
H 1.30600 -1.81745 -0.39249 0.09 -0.17 -0.17
H 0.61045 -4.14360 -1.50325 -0.09 0.16 0.15
H 1.45714 -4.83807 -0.12842 -0.12 0.16 -0.07
H -0.71736 -4.75588 0.69274 0.11 0.07 0.12
H -0.05465 -3.24754 1.34517 -0.06 -0.13 -0.12
H -2.37146 -3.00963 0.47125 0.15 -0.23 -0.04
H -1.83328 -3.61456 -1.11977 -0.02 0.02 0.27
```
Forces are in eV/Å.

Results
**Total energy**: -69756.0150 eV
**Orbital gap**: 3.76 eV
**LUMO**: 0.298 eV
**Charge**: -1
**Largest force on an atom**: 3.3 eV/A
**Energy above the lowest of the compared OMol25 structures with the same formula, charge and spin**: 0.000 eV